Record 1
Molecular formula: C41H67N2O4SeSi2TeW
Method: DFT, ωB97M-V/def2-TZVPD

Each line ends with the Löwdin charge.
CARTESIAN COORDINATES (ANGSTROEM)
H: 4.26 2.85 0.83  0.12
O: 2.30 -1.51 -0.87  -0.09
H: 0.83 0.91 -5.95  0.09
H: -1.29 -3.36 2.23  -0.02
H: 3.03 1.25 -4.67  0.09
C: -4.15 -3.92 0.33  -0.18
H: 2.34 0.39 -3.29  0.07
H: -0.15 2.55 6.90  0.09
C: 1.29 3.31 -4.80  -0.06
C: -3.17 -4.52 -4.11  -0.18
H: 1.90 -3.77 2.64  0.09
H: 5.69 1.21 -0.37  0.14
H: 1.60 3.38 3.67  0.08
C: 2.65 -1.89 3.48  -0.52
C: 0.48 -1.18 2.16  -0.38
H: -2.47 -2.32 -6.40  0.04
C: -2.87 -6.65 0.62  -0.18
H: 1.91 0.29 4.79  0.11
H: -1.07 4.01 5.14  0.09
H: 5.97 -0.68 -1.53  0.10
H: -0.43 -5.15 -0.61  0.02
H: 0.61 5.94 -1.45  0.08
H: -1.81 -5.18 -1.67  -0.01
C: 0.18 1.07 3.80  -0.14
C: 0.29 1.04 -5.01  -0.03
H: -2.34 -0.95 -2.48  0.01
C: 2.44 1.37 -3.76  -0.03
C: 3.86 1.92 0.47  0.04
C: -1.35 -4.61 -0.85  -0.53
Si: -2.53 -4.81 0.63  0.42
H: -1.95 -7.23 0.71  0.04
Se: -2.04 -0.88 0.87  0.88
H: 3.42 -2.99 5.17  0.09
H: -2.40 6.58 -1.38  0.09
C: 1.22 0.12 3.98  0.06
H: 4.54 -1.36 -2.34  0.10
H: 2.93 -2.86 1.53  0.07
N: 4.16 -0.17 -0.65  -0.03
Te: -0.67 -2.86 -1.85  1.44
H: -2.79 4.35 0.70  0.09
C: -1.71 -4.36 2.24  -0.17
H: -3.80 -4.96 -3.33  0.03
H: 1.85 4.02 -4.19  0.09
H: -0.91 3.61 3.43  0.07
O: 0.63 -2.06 1.16  -0.28
H: -3.51 -6.92 1.47  0.04
C: -2.15 -1.95 -5.43  -0.17
C: -0.59 -0.27 1.95  -0.59
H: 0.04 4.27 -2.89  0.10
H: -1.63 5.65 -2.65  0.08
C: -1.90 4.97 0.72  -0.06
H: 0.72 1.06 6.52  0.08
H: -2.16 -4.92 -4.00  0.02
C: -0.53 1.21 -0.68  -0.25
H: 2.52 -1.56 5.64  0.08
C: 2.45 1.63 0.72  -0.43
H: -0.69 1.46 -5.24  0.09
H: 5.09 -2.05 -0.80  0.10
C: -0.75 3.56 -1.04  -0.15
H: -2.21 -0.86 -5.45  0.03
C: -1.17 4.97 -0.62  -0.55
C: -4.98 -2.04 -4.18  -0.17
H: -4.09 -2.84 0.44  -0.02
C: 2.86 -0.45 -0.46  -0.52
C: 0.09 5.84 -0.49  -0.04
H: 0.15 0.06 -4.56  0.06
C: 0.00 1.09 -1.96  -0.34
H: 3.00 2.02 -3.08  0.09
H: -5.42 -2.29 -5.15  0.04
O: 0.32 -0.26 -2.16  -0.40
H: -2.21 5.99 0.96  0.09
C: 0.11 2.24 4.77  -0.55
C: -0.12 3.39 -2.28  0.05
C: 1.44 -0.99 3.19  -0.07
H: -0.90 -5.07 2.46  0.04
H: -3.38 -6.97 -0.29  0.04
H: -5.02 -0.95 -4.07  0.04
C: -2.10 5.57 -1.68  -0.04
H: -2.43 -4.42 3.06  0.04
H: 1.66 -2.99 5.07  0.10
H: 4.80 -1.66 3.50  0.09
H: 1.37 3.90 5.35  0.09
C: 1.43 3.04 4.69  -0.03
H: 0.79 5.40 0.23  0.09
W: 0.27 -0.71 -0.25  1.52
C: -0.69 0.88 2.78  -0.04
H: 3.99 -0.64 2.30  0.07
H: 3.95 -0.20 4.01  0.09
C: -0.91 2.46 -0.21  -0.03
H: -2.01 2.68 4.47  0.09
C: -0.10 1.71 6.20  -0.03
H: 3.65 -3.69 2.91  0.09
N: 2.03 0.40 0.18  0.07
C: 3.92 -1.04 3.31  -0.02
C: 4.99 -1.13 -1.38  0.02
C: 4.64 1.04 -0.18  -0.03
C: 2.55 -2.38 4.93  -0.03
H: -0.17 6.84 -0.15  0.09
H: -3.01 4.97 -1.78  0.09
H: -3.22 -2.19 -1.58  -0.02
H: -1.03 1.15 6.27  0.09
C: 2.78 -3.12 2.58  -0.04
H: -3.55 -4.88 -5.07  0.04
H: -5.60 -2.48 -3.41  0.03
H: -4.53 -4.14 -0.68  0.03
C: -2.54 -2.02 -2.41  -0.54
H: 2.28 2.44 5.01  0.08
Si: -3.22 -2.65 -4.07  0.40
H: -1.52 1.56 2.62  0.10
H: -1.32 2.58 0.77  0.08
H: 0.34 3.77 -5.08  0.09
H: -4.90 -4.28 1.03  0.04
H: -1.10 -2.22 -5.30  0.03
C: 0.31 2.16 -2.78  -0.09
O: 1.69 2.35 1.32  0.10
H: 1.86 3.14 -5.72  0.09
C: -1.04 3.18 4.42  -0.05
C: 1.07 1.98 -4.08  -0.53
H: -1.25 4.63 1.52  0.06

Results
* charge: +1
* energy above the lowest of the compared OMol25 structures with the same formula, charge and spin: 35.2 kJ/mol
* orbital gap (alpha / beta): 6.39 / 6.39 eV

Record 2
Molecular formula: C41H71CsN7O8P
Method: DFT, ωB97M-V/def2-TZVPD

Each line ends with the Löwdin charge.
CARTESIAN COORDINATES (ANGSTROEM)
C: -2.97 4.00 0.22  -0.19
H: 0.50 1.75 6.34  0.09
H: -4.02 -0.22 -3.39  0.09
C: 4.37 0.96 0.69  -0.09
H: -5.50 2.81 0.55  0.12
H: -3.38 2.99 -1.63  0.08
C: -4.82 2.32 -0.17  -0.19
H: 2.45 -5.38 2.19  0.13
H: 2.62 2.54 2.20  0.11
H: 3.82 -1.84 -3.13  0.15
C: 5.82 0.09 2.42  -0.20
H: -6.28 -0.17 -0.21  0.09
H: 0.82 3.78 -0.30  0.13
C: 2.08 2.38 -3.91  -0.04
C: 3.58 -0.66 3.88  -0.20
H: 7.62 1.43 -0.16  0.09
H: 0.78 4.82 -2.49  0.09
C: -0.89 -3.48 3.01  -0.13
C: 1.53 2.59 2.08  -0.14
N: 3.16 -1.97 -2.38  -0.01
H: -0.04 0.56 5.12  0.09
H: 2.58 3.63 4.16  0.09
H: 7.00 -0.70 4.06  0.10
H: -0.26 1.02 -3.29  0.09
H: 5.00 -1.36 5.37  0.09
C: -1.74 0.43 -4.73  -0.19
C: -1.47 -0.51 -2.40  -0.19
O: 1.75 1.00 -1.55  0.01
H: -2.19 -0.49 -5.11  0.12
H: -0.88 -3.99 2.04  0.07
N: 1.26 -2.88 -1.56  0.09
C: -6.01 -1.16 -0.56  -0.18
H: 1.58 0.43 5.82  0.08
C: -3.05 1.90 1.59  -0.18
C: 1.71 2.22 -1.51  -0.41
H: 2.40 4.85 -1.75  0.09
O: 1.18 2.09 0.81  -0.18
H: 4.19 -1.82 -0.68  0.10
C: 5.99 -0.53 3.68  -0.08
C: 1.37 -4.02 3.45  -0.19
C: 4.88 -0.89 4.40  -0.12
N: 3.38 -1.41 -1.13  0.06
H: -6.28 -2.81 -3.60  0.11
O: 2.84 -3.43 1.58  -0.25
C: 1.81 4.45 -2.57  -0.04
H: -4.59 4.18 -1.21  0.11
H: 4.66 -4.40 1.80  0.09
H: -3.56 1.57 -5.03  0.11
H: -3.54 4.55 0.97  0.11
H: 5.31 1.85 -1.01  0.09
C: -4.53 -1.47 -0.27  -0.33
H: -1.28 -4.17 3.76  0.09
C: -2.85 1.35 -4.23  -0.19
H: 2.59 2.89 5.76  0.09
H: -2.99 -2.90 -0.82  0.09
H: -1.86 -1.49 -2.65  0.10
H: -5.47 1.87 -0.92  0.09
H: -2.44 1.14 2.08  0.09
C: 0.81 1.13 5.49  -0.03
H: -4.39 1.36 -2.72  0.09
H: -6.52 -3.49 -2.01  0.11
H: -6.01 -0.55 -2.64  0.09
H: 0.95 -4.91 3.94  0.13
H: 2.52 3.44 0.02  0.14
H: 3.42 -0.40 -1.17  0.04
C: -3.57 0.71 -3.05  -0.19
H: 3.35 1.11 0.34  0.07
H: -1.56 -2.62 2.93  0.09
C: -4.07 -2.78 -0.93  -0.17
H: -1.49 2.40 0.20  0.10
H: 4.12 -3.48 3.23  0.08
H: -4.78 0.70 1.24  0.11
H: 3.42 2.08 4.42  0.09
H: 4.67 -2.60 1.81  0.08
C: 0.85 1.76 3.16  -0.46
H: -2.11 1.36 -1.62  0.11
C: 6.76 1.12 0.43  -0.11
H: -2.41 2.31 -3.92  0.11
H: -4.20 -3.90 -2.75  0.12
C: -4.49 -2.91 -2.39  -0.19
H: -4.46 -1.63 0.81  0.12
H: 3.04 2.70 -4.32  0.09
Cs: 0.63 -1.15 0.89  1.18
C: -5.99 -2.71 -2.56  -0.20
H: 1.20 3.63 2.19  0.14
N: 1.86 3.00 -2.62  -0.14
C: -3.94 3.40 -0.79  -0.20
H: -7.52 -1.25 -2.09  0.11
C: 5.45 1.36 -0.06  -0.11
C: 2.55 2.68 4.69  -0.04
O: 0.38 -3.00 3.37  -0.27
H: 7.93 0.32 2.01  0.10
C: -6.43 -1.35 -2.02  -0.20
P: -3.24 -0.15 -0.28  0.81
C: 1.95 -4.40 2.10  -0.21
H: -0.74 -0.65 -1.60  0.05
H: -2.32 4.73 -0.28  0.10
H: 2.45 -2.80 -4.61  0.11
O: -2.09 -0.67 0.52  -0.50
C: 3.30 -0.07 2.66  -0.09
C: 2.03 -2.67 -2.62  -0.39
N: 1.31 1.97 4.42  -0.14
O: -0.56 -3.65 -0.68  -0.02
O: -0.12 1.06 2.91  -0.03
C: 6.93 0.50 1.63  -0.06
H: -6.59 -1.86 0.04  0.12
C: -2.60 0.41 -1.91  -0.32
H: -3.95 -2.19 -3.01  0.09
N: 1.85 -3.11 -3.87  0.19
H: -4.52 -3.60 -0.37  0.12
H: 2.16 -3.62 4.10  0.12
C: -4.05 1.25 0.62  -0.33
H: -1.21 0.89 -5.57  0.11
C: 4.50 0.31 1.95  -0.22
H: 1.29 2.65 -4.61  0.09
H: 2.76 -1.00 4.51  0.07
H: -1.48 3.36 1.65  0.11
H: -3.64 2.42 2.36  0.12
H: 0.02 -0.58 -3.95  0.11
O: -0.41 -3.81 -2.82  0.01
H: 2.08 1.30 -3.78  0.08
H: 2.23 4.83 -3.50  0.09
C: 4.13 -3.49 2.14  -0.10
H: 0.96 -3.55 -4.08  0.09
C: -0.77 0.10 -3.61  -0.19
H: 1.15 -4.51 1.36  0.11
C: 1.55 2.97 -0.20  -0.15
C: -2.15 2.92 0.91  -0.19
N: 0.06 -3.48 -1.72  -0.44

Results
* energy above the lowest of the compared OMol25 structures with the same formula, charge and spin: 90.8 kJ/mol
* orbital gap: 5.57 eV

Record 3
Molecular formula: C41H74N20O26
Method: DFT, ωB97M-V/def2-TZVPD

Each line ends with the Löwdin charge.
CARTESIAN COORDINATES (ANGSTROEM)
H: 1.09 -8.82 -0.11  0.08
H: 2.83 3.09 -2.17  0.07
H: 2.35 -0.67 -0.81  0.09
H: 0.99 3.35 5.62  0.11
N: -1.83 -2.30 -0.08  -0.37
H: 7.50 -0.14 -6.97  0.07
O: -1.46 -2.64 1.05  0.03
C: 0.36 -5.61 0.41  -0.13
N: -3.05 1.53 3.57  -0.41
C: 2.85 -3.55 5.01  -0.12
H: -4.19 4.03 -4.01  0.06
H: -0.61 2.23 -1.85  0.13
O: 2.64 5.18 -4.29  0.08
N: 5.06 -2.29 1.21  -0.42
H: 3.22 -5.57 -1.63  0.11
O: -3.08 -3.66 -4.08  0.07
C: 5.52 -1.20 2.13  0.06
C: 6.83 -1.52 -5.47  -0.17
O: -6.89 -2.38 -2.68  0.06
O: 4.51 5.58 2.26  0.07
C: -3.82 3.07 -3.96  -0.09
H: 3.05 -3.56 6.06  0.10
O: 6.40 -0.18 -0.82  0.05
O: 1.98 3.32 3.21  0.03
H: 0.57 7.77 2.14  0.10
C: 1.56 0.08 -0.67  -0.10
H: -0.19 3.50 4.26  0.10
H: -1.36 -5.42 -0.80  0.10
O: 1.00 3.81 -4.05  0.02
C: -8.51 2.17 0.06  -0.10
C: 2.37 4.06 -2.20  0.07
C: -5.60 -3.69 -1.27  0.07
H: 1.22 2.80 -7.37  0.08
H: 6.61 -2.33 -3.61  0.11
O: 2.90 2.04 -4.77  0.04
C: -6.57 0.98 0.34  -0.10
C: -4.56 2.05 -3.32  -0.14
C: 4.35 3.63 1.07  0.03
C: -1.05 -2.15 3.97  0.05
H: -0.28 -5.13 -3.98  0.09
H: -4.96 -4.27 -1.92  0.08
C: 0.74 -7.79 -0.17  -0.09
O: 2.26 1.39 4.07  0.08
H: -0.64 2.14 0.83  0.11
C: 2.48 -2.60 3.01  -0.17
H: 5.55 0.14 -3.20  0.11
H: -6.63 3.00 0.99  0.08
H: -0.84 -3.81 -5.02  0.08
H: 1.43 3.95 -1.64  0.10
C: 3.09 -4.54 4.05  -0.09
N: 7.14 -1.71 -4.17  0.02
C: -7.22 2.23 0.54  -0.14
C: -2.68 1.10 -4.04  -0.13
C: 0.66 7.15 3.04  0.07
N: -0.70 6.76 3.57  -0.44
N: 1.99 1.98 -5.55  -0.45
C: 4.75 0.14 -2.41  0.03
O: -1.98 -0.82 5.60  0.06
O: 3.16 5.54 0.65  0.05
N: 0.90 0.72 -1.71  0.04
C: -7.45 0.21 -0.37  -0.14
H: -6.61 -4.16 -1.19  0.11
N: -0.95 -1.20 5.10  -0.41
H: 4.48 3.48 -0.01  0.08
O: 0.98 1.35 -5.38  0.06
H: -1.43 -0.21 -0.36  0.08
C: -6.77 3.93 5.13  -0.17
N: 1.98 4.41 -3.64  -0.41
H: -4.28 0.05 -3.05  0.09
O: -1.90 -3.11 -0.99  0.05
C: -2.61 2.47 -4.38  -0.11
H: -1.16 -1.63 2.96  0.10
C: 7.46 -0.44 -5.97  -0.09
C: 0.00 1.60 -1.17  -0.22
N: 4.85 -4.28 -2.03  -0.42
H: 0.37 -4.65 0.87  0.08
C: 1.20 -6.69 0.63  -0.14
N: -7.48 2.33 3.88  0.00
H: 3.96 0.83 -2.56  0.07
H: -6.32 4.86 5.54  0.11
H: 4.85 -0.40 2.13  0.07
O: 5.66 -3.33 1.24  0.09
N: -3.82 0.92 -3.28  0.01
H: -7.39 3.01 7.07  0.09
H: -5.56 0.78 0.59  0.07
H: 1.03 0.62 -2.71  0.13
H: -5.02 1.33 4.19  0.09
H: 5.52 -1.61 3.08  0.07
H: 3.62 2.99 1.52  0.07
O: 4.54 -3.12 -2.38  -0.01
H: -8.08 0.92 5.38  0.11
O: -4.85 -1.67 -2.17  0.02
H: 2.33 -1.50 4.83  0.14
O: -1.94 1.97 3.82  0.03
O: 5.85 -4.81 -2.38  0.11
C: -7.72 1.94 5.20  -0.11
H: 1.15 6.21 2.90  0.07
H: 4.47 -0.92 -2.35  0.08
N: -5.81 -2.45 -2.08  -0.41
C: 8.15 0.12 -4.85  -0.08
H: 4.32 -5.25 -0.28  0.09
O: 4.78 1.21 -0.40  0.03
H: -4.29 2.88 4.71  0.10
H: 6.55 -0.93 1.77  0.13
C: -0.43 -7.31 -0.87  -0.13
H: -3.76 1.37 5.52  0.11
H: -2.83 -0.89 -1.27  0.08
H: 3.02 4.82 -1.79  0.07
H: -7.33 -0.79 -0.77  0.09
H: 2.01 -6.59 1.37  0.09
N: -8.59 0.93 -0.57  0.01
N: -0.57 -6.01 -0.54  0.00
C: -7.29 2.99 6.01  -0.11
H: -6.61 4.11 2.90  0.12
H: 2.94 2.35 -7.41  0.10
N: 3.94 5.01 1.37  -0.47
H: 8.26 -0.72 -2.79  0.10
O: 4.19 -2.02 0.41  0.02
O: -0.68 5.79 4.30  0.04
H: 0.00 1.92 5.15  0.04
C: 7.87 -0.70 -3.76  -0.18
O: -2.51 -5.39 -2.89  0.02
H: 2.91 -4.44 1.78  0.08
H: -1.08 -7.77 -1.58  0.09
H: 6.36 -2.37 -5.97  0.12
C: 0.02 1.57 0.17  -0.12
H: -1.94 0.33 -4.34  0.11
H: -5.15 -3.40 -0.33  0.10
N: 5.36 0.41 -1.16  -0.40
H: -1.85 2.87 -5.00  0.07
C: 3.82 -4.80 -1.13  0.02
O: -1.69 7.36 3.22  0.07
H: 1.08 7.70 3.88  0.10
C: 0.51 2.77 4.83  0.04
C: 2.81 -3.96 2.78  -0.11
C: -4.11 1.80 4.57  0.05
H: 1.49 0.49 1.50  0.05
H: -7.61 1.74 3.08  0.11
H: -5.58 2.08 -3.12  0.09
N: 1.70 2.44 4.00  -0.43
H: -9.40 0.57 -0.98  0.13
H: -0.09 -2.72 3.95  0.09
C: 2.14 2.83 -6.83  0.08
H: 2.21 -1.87 2.26  0.10
O: 0.16 -0.80 5.49  0.03
N: -2.26 -4.44 -3.66  -0.42
O: -3.34 0.94 2.54  0.06
H: -9.42 2.84 -0.01  0.13
H: 8.82 0.95 -4.85  0.08
C: 1.10 0.66 0.54  -0.06
H: 2.37 3.86 -6.53  0.09
H: 3.43 -5.53 4.22  0.08
H: -0.49 -3.41 -3.32  0.11
C: -6.90 3.54 3.81  -0.16
C: -0.82 -4.20 -4.04  0.07
H: -2.96 -0.65 0.46  0.08
H: 5.32 3.50 1.58  0.11
H: -1.90 -2.77 4.08  0.08
C: -2.28 -0.93 -0.31  0.06
H: 3.31 -3.89 -0.78  0.08
N: 2.52 -2.39 4.34  0.00

Results
* orbital gap: 7.33 eV